C3H5CsMgO3 as an isolated structure in a non-equilibrium geometry. Source: OMol25; level of theory: the ωB97M-V functional and the def2-TZVPD basis.

Cartesian coordinates (Å):
H  2.877  1.172  -0.651
O  -0.739  -0.808  -0.971
C  -0.774  -0.893  0.433
C  -0.086  0.271  1.102
O  1.376  0.154  0.864
C  1.978  0.976  0.156
O  1.520  1.919  -0.529
Mg  0.204  -2.026  -2.052
Cs  -3.625  0.471  -2.886
H  -0.324  -1.828  0.803
H  -1.810  -0.884  0.815
H  -0.188  0.226  2.190
H  -0.411  1.250  0.725

Computed properties:
HOMO level (alpha / beta)   -21.9 / -21.9 eV
⟨S²⟩   0.755
Total charge   +3
Frontier orbital gap (alpha / beta)   7.771 / 7.429 eV
Energy relative to the best compared isomer or geometry (same formula, charge and spin)   0.00 kcal/mol
Multiplicity   2